The following is a DFT calculation (the ωB97M-V functional and the def2-TZVPD basis) of 2 unconnected molecules or ions with the total composition C6H13O2.

Calculated values
charge = -1

Last column: Löwdin charge in e.
Element x y z (Å)
C -0.69007 -1.68565 1.06358  -0.3339
C 0.80388 -1.48251 1.08543  -0.1631
C -1.35491 -0.32415 1.48713  -0.1186
H -1.12985 -2.03806 0.13252  0.0902
H -0.97495 -2.43362 1.79772  0.0752
H 1.23828 -1.01034 2.09928  0.1047
H 1.26063 -0.83216 0.27294  0.0618
H -0.84158 0.17860 2.36644  0.0727
H -1.13334 0.30027 0.54354  0.0506
H 1.22129 -2.47285 0.78371  0.0637
H -2.40731 -0.43137 1.71265  0.0454
C 0.85051 1.30298 -1.81231  -0.2021
C 0.79506 1.96941 -0.50493  -0.1833
C -0.48189 0.20679 -1.89787  -0.7418
O -0.20980 -1.01398 -2.02172  -0.1025
O -1.56114 0.77218 -1.95515  -0.0602
H 0.59524 1.80478 -2.73251  0.0700
H 1.79527 0.70136 -1.93459  0.0884
H 1.65495 1.66542 0.13983  0.0714
H -0.20575 1.77088 -0.00267  0.0622
H 0.77551 3.05201 -0.62303  0.0492

---

The following is a DFT calculation (the ωB97M-V functional and the def2-TZVPD basis) of a molecular structure, C36H31Br2N7O2Rb.

Calculated values
charge = -1

Last column: Löwdin charge in e.
Element x y z (Å)
Rb -0.59559 0.72601 -0.12901  0.9088
C 6.81180 -2.10009 1.98897  -0.0728
C 5.41998 -1.51686 1.99113  -0.3042
C 4.52007 -1.74201 3.03416  -0.0664
C 3.23731 -1.23815 2.99617  -0.0227
C 2.72992 -0.46244 1.92009  -0.2650
N 1.41747 -0.11504 1.84198  -0.0017
C 0.78255 0.27966 2.98657  -0.2988
C 1.35322 1.25499 3.84648  -0.0222
C 0.71857 1.74573 4.96652  -0.0580
C -0.55787 1.30908 5.32913  -0.2954
C -1.29325 1.87569 6.51940  -0.0666
C -1.12848 0.34071 4.52550  -0.0029
C -0.49083 -0.18038 3.39871  -0.1392
N -1.15351 -1.30766 2.78880  -0.1035
C -1.52851 -2.41667 3.46816  -0.0795
C -2.27780 -3.19088 2.61469  -0.0721
C -2.30951 -2.44948 1.41924  -0.1596
N -1.63752 -1.31563 1.53284  -0.0072
C 3.69197 -0.17290 0.92045  -0.1194
C 4.97013 -0.72315 0.95086  -0.0155
N 3.46603 0.80389 -0.10917  -0.0840
C 4.35504 1.76994 -0.44775  -0.0787
C 3.79209 2.51464 -1.45453  -0.0673
C 2.53573 1.91978 -1.65903  -0.1620
N 2.34452 0.89354 -0.84225  0.0319
H 6.98032 -2.69571 2.88739  0.0647
H 7.57727 -1.31964 1.96137  0.0694
H 6.97846 -2.74955 1.12562  0.0710
H 4.82769 -2.34899 3.88075  0.1011
H 2.54997 -1.46204 3.80400  0.1106
H 2.33534 1.62572 3.57594  0.1149
H 1.21382 2.50284 5.56802  0.1041
H -0.62228 2.47072 7.14088  0.0663
H -1.71304 1.08320 7.14321  0.0703
H -2.11971 2.52245 6.21333  0.0751
H -2.11470 -0.04314 4.77058  0.1231
H -1.22354 -2.57404 4.48901  0.1225
H -2.72463 -4.14892 2.82183  0.0839
H -2.78426 -2.69739 0.48181  0.0994
H 5.63986 -0.50863 0.12229  0.1160
H 5.29528 1.87121 0.06760  0.1188
H 4.21773 3.37166 -1.94922  0.0861
H 1.75981 2.20013 -2.35447  0.0940
C -2.36682 -2.11843 -3.02896  -0.0268
C -3.40680 -1.07735 -2.70281  -0.3291
C -4.77414 -1.29813 -2.97592  -0.0281
C -5.68761 -0.32982 -2.67516  -0.0430
C -5.26665 0.89102 -2.10465  -0.2031
C -6.13008 1.94465 -1.72523  -0.6449
Br -8.01547 1.80855 -2.00615  0.6932
C -5.63453 3.07872 -1.14288  -0.2019
C -4.26232 3.22564 -0.93659  -0.6117
Br -3.63334 4.82945 -0.13254  0.7167
C -3.29574 2.27239 -1.32364  -0.4860
O -2.04996 2.42362 -1.19721  -0.3353
C -3.87193 1.04118 -1.88801  -0.1299
N -2.99008 0.04962 -2.17670  0.1452
H -2.81495 -3.10748 -3.14392  0.0721
H -1.59770 -2.15532 -2.25789  0.0695
H -1.86237 -1.86279 -3.96573  0.0765
H -5.08890 -2.23862 -3.41251  0.1039
H -6.74039 -0.48912 -2.86609  0.0698
H -6.30724 3.87063 -0.84392  0.0860
O 1.27290 -2.00435 -1.96261  -0.0651
C 1.74910 -1.76230 -3.25946  -0.2115
C 0.97393 -0.69125 -4.00190  -0.2679
C 1.05305 -0.59150 -5.38837  -0.0351
C 0.35025 0.41590 -6.02455  -0.0766
C -0.41495 1.28987 -5.26188  -0.0576
C -0.43721 1.11485 -3.88872  -0.1288
N 0.25188 0.14952 -3.27195  0.1061
H 1.26255 -1.15389 -1.50265  0.0267
H 1.67297 -2.70193 -3.80795  0.1203
H 2.80850 -1.47492 -3.25197  0.1244
H 1.65083 -1.30059 -5.95031  0.1097
H 0.38786 0.51561 -7.10246  0.1003
H -0.99008 2.08263 -5.72293  0.1020
H -1.04150 1.75171 -3.24386  0.0926

---

The following is a DFT calculation (the ωB97M-V functional and the def2-TZVPD basis) of a molecular structure, C5H17N4O.

Calculated values
charge = +1

Last column: Löwdin charge in e.
Element x y z (Å)
C 2.83020 -0.83602 1.39317  -0.0799
C -1.68664 1.07035 -2.33201  -0.0141
C -2.36296 0.28509 1.36626  -0.0518
C 0.79259 -0.76658 0.02653  -0.3869
C -0.11589 0.38066 -0.61767  -0.3762
N 1.01544 -1.77784 -0.91436  0.0991
N 2.05274 -0.14967 0.34908  -0.1061
N -1.05768 0.07641 -1.50854  0.0256
N -1.03917 0.83481 1.01223  -0.0031
O 0.50698 1.55281 -0.71636  0.0927
H 2.22502 -0.99475 2.30534  0.0923
H 3.36757 -1.72373 1.12321  0.0715
H 3.60463 -0.11315 1.75180  0.1020
H -2.42426 1.61198 -1.62346  0.1252
H -0.93794 1.66304 -2.71962  0.0708
H -2.28351 0.66819 -3.09120  0.0824
H -2.59428 -0.72943 0.95746  0.1040
H -2.44227 0.40660 2.38449  0.0603
H -3.05086 0.93037 0.77669  0.0996
H 0.48055 -1.04446 1.15853  0.1751
H 1.89124 -2.24629 -0.61390  0.1162
H 0.23063 -2.37592 -0.90890  0.0750
H 2.56571 0.13060 -0.44325  0.1156
H -1.26302 -0.91391 -1.60650  0.1556
H -1.19692 1.73962 0.73600  0.0736
H -0.35409 0.79714 1.84313  0.1714
H 1.24616 1.52411 -0.08814  0.1101

---

What did we get for energy relative to the best compared isomer or geometry (same formula, charge and spin)? Answer: 1.536 0.659 0.775 eV, in the order shown.
What did we get for max |F|? Answer: 0.086 0.022 0.077 Eh/bohr, in the order shown.
What did we get for HOMO level? Answer: -3.64 -3.93 -13.51 eV, in the order shown.